# 1
Molecular formula: CH4FN
Method: DFT, ωB97M-V/def2-TZVPD

Results
- E_tot: -5303.8549 eV
- 2S+1: 1
- LUMO energy (spin up / spin down): 0.04 / 0.28 eV
- Gap between HOMO and LUMO (spin up / spin down): 8.87 / 10.34 eV
- Energy above the lowest of the compared OMol25 structures with the same formula, charge and spin: 121.2 kcal/mol

Structure (XYZ):
```
7
Properties=species:S:1:pos:R:3:lowdin_charge:R:1
C 1.05 0.23 0.25 0.09
N -1.23 -0.71 -0.01 0.04
F -1.91 0.41 0.03 -0.13
H 0.63 0.91 -0.51 0.01
H 0.85 0.57 1.21 -0.03
H 1.79 -0.50 0.02 0.00
H -1.18 -0.91 -0.98 0.02
```

=====

# 2
Molecular formula: CH4FN2O
Method: DFT, ωB97M-V/def2-TZVPD

Results
- E_tot: -8837.6494 eV
- Net charge: +1
- SMILES string: N/C(F)=[NH+]/O
- 2S+1: 1
- LUMO energy: -4.40 eV
- Gap between HOMO and LUMO: 11.24 eV
- Energy above the lowest of the compared OMol25 structures with the same formula, charge and spin: 14.7 kcal/mol

Structure (XYZ):
```
9
Properties=species:S:1:pos:R:3:lowdin_charge:R:1
N 1.34 -0.38 -0.01 0.27
C 0.05 -0.68 0.08 -0.30
F -0.20 -1.89 0.04 0.30
N -1.05 0.29 0.20 0.05
O -2.27 -0.25 -0.08 0.02
H 1.51 0.62 0.02 0.15
H 1.97 -1.19 -0.17 0.19
H -0.91 1.22 -0.13 0.16
H -2.97 0.05 0.55 0.16
```

=====

# 3
Molecular formula: CH4FNO2P
Method: DFT, ωB97M-V/def2-TZVPD

Results
- E_tot: -18695.8879 eV
- Net charge: -1
- SMILES string: N[P@@](=O)([O-])CF
- 2S+1: 1
- LUMO energy: 4.37 eV
- Gap between HOMO and LUMO: 9.00 eV
- Energy above the lowest of the compared OMol25 structures with the same formula, charge and spin: 0.0 kcal/mol

Structure (XYZ):
```
10
Properties=species:S:1:pos:R:3:lowdin_charge:R:1
N -0.47 -0.69 1.16 -0.11
P -1.14 0.50 -0.04 0.30
O -1.70 -0.23 -1.15 -0.41
O -1.91 1.59 0.63 -0.43
C 0.77 1.22 -0.76 -0.20
F 1.71 0.94 0.24 -0.20
H -1.06 -1.40 0.88 -0.05
H 0.46 -0.94 0.75 0.02
H 0.89 2.26 -0.85 0.03
H 1.12 0.50 -1.55 0.07
```